Entry 1:
DFT (ωB97M-V/def2-TZVPD) results for a 9-piece molecular cluster, C27H76N8O9 overall at a distorted geometry.

Properties
E_HOMO	-0.33274	Eh

```
! wB97M-V def2-TZVPD RIJCOSX def2/J DEFGRID3
* xyz 0 1
C -3.01 -0.16 5.77
C -3.00 -0.76 4.38
C -3.04 0.37 3.34
O -4.14 1.35 3.56
C -5.35 0.82 3.03
N -1.70 -1.49 4.10
H -2.16 0.51 5.87
H -2.85 -0.86 6.57
H -3.87 0.44 6.00
H -3.91 -1.34 4.22
H -3.08 -0.04 2.32
H -2.07 0.91 3.41
H -5.68 -0.09 3.60
H -5.25 0.57 1.96
H -6.01 1.68 3.03
H -1.33 -1.87 4.95
H -1.85 -2.24 3.45
C 1.61 3.96 -1.36
C 3.01 4.34 -0.76
C 4.05 3.23 -0.93
O 3.52 1.98 -0.55
C 3.17 1.83 0.83
N 3.55 5.53 -1.42
H 1.31 3.00 -0.90
H 1.70 3.90 -2.47
H 0.88 4.67 -1.08
H 2.84 4.59 0.30
H 4.91 3.52 -0.29
H 4.37 3.05 -1.97
H 3.01 0.81 1.05
H 2.23 2.38 0.98
H 3.96 2.31 1.42
H 3.51 6.40 -0.89
H 3.13 5.75 -2.36
C 2.44 -2.92 -2.46
C 3.36 -1.69 -2.08
C 4.70 -1.89 -2.65
O 4.54 -2.00 -4.07
C 5.72 -1.92 -4.92
N 2.67 -0.45 -2.37
H 2.77 -3.83 -1.94
H 2.48 -3.17 -3.52
H 1.41 -2.65 -2.17
H 3.37 -1.85 -1.02
H 5.23 -2.78 -2.28
H 5.31 -0.99 -2.46
H 6.44 -2.72 -4.80
H 6.28 -0.96 -4.79
H 5.37 -1.93 -5.99
H 2.30 -0.35 -3.31
H 3.11 0.42 -2.05
C 1.65 -3.20 3.38
C 2.34 -1.88 3.43
C 3.64 -1.84 2.68
O 4.32 -3.04 3.01
C 5.56 -3.27 2.31
N 1.44 -0.85 2.90
H 2.10 -3.90 4.08
H 1.64 -3.58 2.36
H 0.63 -3.05 3.70
H 2.59 -1.69 4.51
H 4.14 -0.88 2.92
H 3.35 -1.94 1.62
H 5.45 -3.67 1.29
H 6.12 -3.98 2.92
H 6.10 -2.29 2.30
H 1.75 0.12 3.06
H 0.57 -0.94 3.44
C -5.10 -0.78 -1.13
O -4.34 -1.28 -0.27
N -6.28 -1.49 -1.54
N -4.94 0.47 -1.73
H -6.37 -2.30 -0.98
H -6.50 -1.61 -2.52
H -5.49 0.72 -2.51
H -4.08 0.99 -1.74
C -0.62 -0.90 -0.41
O -1.07 -0.74 -1.54
N 0.60 -0.58 -0.09
N -1.45 -1.32 0.58
H 1.23 -0.50 -0.88
H 0.93 -0.76 0.85
H -1.19 -1.14 1.54
H -2.43 -1.38 0.35
C -1.59 4.19 2.48
C -1.47 3.79 1.05
C -2.33 2.59 0.58
O -1.84 4.88 0.17
H -0.88 5.02 2.65
H -1.40 3.35 3.17
H -2.63 4.44 2.67
H -0.48 3.57 0.71
H -3.33 2.96 0.66
H -2.18 1.73 1.16
H -2.04 2.33 -0.44
H -1.39 5.69 0.50
C -1.60 -4.59 -0.56
C -2.31 -3.99 -1.74
C -2.16 -4.79 -2.99
O -3.69 -3.71 -1.42
H -2.19 -5.41 -0.11
H -1.52 -3.87 0.25
H -0.68 -5.09 -0.85
H -1.91 -3.00 -1.97
H -1.10 -4.88 -3.14
H -2.65 -4.44 -3.90
H -2.47 -5.84 -2.89
H -3.80 -2.85 -0.98
C -0.55 2.31 -3.92
C -1.58 2.61 -2.83
C -2.39 3.84 -3.20
O -2.53 1.56 -2.65
H -0.96 2.21 -4.92
H -0.10 1.35 -3.69
H 0.32 2.99 -3.97
H -1.02 2.86 -1.90
H -3.04 3.73 -4.08
H -1.74 4.75 -3.35
H -3.04 4.08 -2.37
H -2.03 0.76 -2.37
*
```

***

Entry 2:
DFT (ωB97M-V/def2-TZVPD) results for C51H43AsBrHfN2O3S2SbSi as an isolated structure.

Properties
E_HOMO	-0.25056	Eh
energy relative to the best compared isomer or geometry (same formula, charge and spin)	97.2	kJ/mol

```
! wB97M-V def2-TZVPD RIJCOSX def2/J DEFGRID3
* xyz 0 1
Hf 0.23 -0.38 -0.02
S -1.67 0.04 -1.85
C -1.91 1.72 -2.36
C -3.16 2.10 -2.84
C -3.39 3.39 -3.29
C -2.38 4.34 -3.26
C -1.12 3.98 -2.79
C -0.89 2.68 -2.35
As 0.79 2.08 -1.63
C 1.78 1.47 -3.17
C 1.13 0.91 -4.27
C 1.86 0.34 -5.30
C 3.25 0.32 -5.24
C 3.90 0.88 -4.15
C 3.17 1.45 -3.12
C 1.78 3.65 -1.12
C 1.94 3.90 0.24
C 2.66 5.01 0.66
C 3.23 5.87 -0.28
C 3.07 5.62 -1.63
C 2.35 4.51 -2.05
H -3.96 1.36 -2.87
H -4.37 3.67 -3.65
H -2.56 5.35 -3.60
H -0.32 4.70 -2.75
H 0.04 0.91 -4.31
H 1.35 -0.09 -6.15
H 3.82 -0.12 -6.04
H 4.99 0.86 -4.10
H 3.69 1.89 -2.27
H 1.51 3.22 0.97
H 2.79 5.20 1.72
H 3.79 6.73 0.05
H 3.51 6.28 -2.36
H 2.24 4.30 -3.11
C -0.09 -2.36 3.47
Si 1.09 -2.19 1.98
C 1.40 -3.98 1.42
C 2.76 -1.66 2.73
C 3.95 -2.33 2.43
C 5.17 -1.90 2.93
C 5.24 -0.78 3.74
C 4.07 -0.09 4.05
C 2.85 -0.52 3.54
H 0.41 -2.77 4.35
H -0.90 -3.04 3.20
H -0.54 -1.40 3.74
H 1.95 -4.55 2.18
H 1.99 -4.00 0.50
H 0.46 -4.49 1.23
H 3.92 -3.21 1.79
H 6.08 -2.45 2.68
H 6.19 -0.44 4.13
H 4.11 0.78 4.69
H 1.95 0.04 3.78
O -1.34 2.30 3.07
C -1.11 1.47 2.28
N -0.90 0.60 1.48
Br 7.29 2.04 1.75
C 6.33 0.85 0.65
C 7.01 -0.01 -0.21
N 6.39 -0.88 -0.99
C 5.06 -0.92 -0.95
C 4.31 -0.10 -0.12
C 4.95 0.81 0.70
C 2.83 -0.19 -0.09
O 2.20 -1.04 -0.81
O 2.16 0.59 0.64
H 8.09 0.01 -0.25
H 4.56 -1.64 -1.59
H 4.38 1.45 1.36
S -1.08 -2.68 -0.55
Sb -3.10 -2.65 0.54
C -3.63 -1.17 1.94
C -4.14 0.03 1.46
C -4.56 0.99 2.36
C -4.47 0.76 3.73
C -3.97 -0.45 4.20
C -3.54 -1.42 3.31
C -3.33 -4.52 1.48
C -2.39 -5.52 1.22
C -2.55 -6.77 1.80
C -3.63 -7.01 2.64
C -4.56 -6.01 2.90
C -4.41 -4.76 2.32
C -4.62 -2.45 -0.90
C -4.32 -2.47 -2.26
C -5.35 -2.34 -3.18
C -6.66 -2.20 -2.75
C -6.96 -2.18 -1.39
C -5.94 -2.31 -0.46
H -4.18 0.22 0.39
H -4.94 1.94 1.99
H -4.78 1.52 4.43
H -3.89 -0.63 5.27
H -3.15 -2.36 3.68
H -1.55 -5.31 0.57
H -1.82 -7.54 1.61
H -3.74 -7.98 3.10
H -5.39 -6.21 3.56
H -5.13 -3.98 2.53
H -3.29 -2.55 -2.58
H -5.12 -2.34 -4.24
H -7.46 -2.10 -3.48
H -7.98 -2.07 -1.06
H -6.16 -2.27 0.60
*
```

***

Entry 3:
DFT (ωB97M-V/def2-TZVPD) results for C4H10O as an isolated structure.

Properties
E_HOMO	-0.27686	Eh
energy relative to the best compared isomer or geometry (same formula, charge and spin)	410.0	kJ/mol

```
! wB97M-V def2-TZVPD RIJCOSX def2/J DEFGRID3
* xyz 0 1
C -0.67 1.17 -1.64
O -0.22 1.15 -0.30
C 0.68 0.18 -0.05
C 1.22 0.32 1.34
C -0.62 -1.49 0.38
H -1.22 2.10 -1.79
H -1.34 0.32 -1.82
H 0.18 1.10 -2.33
H 0.37 -0.92 -0.42
H 0.46 0.55 2.10
H 1.93 1.15 1.31
H 1.77 -0.58 1.64
H -0.11 -2.12 1.12
H -1.08 -2.10 -0.40
H -1.35 -0.83 0.85
*
```

***

Entry 4:
DFT (ωB97M-V/def2-TZVPD) results for an isolated molecule of C9H11NO3 at a distorted geometry.

Properties
E_HOMO	-0.32978	Eh
energy relative to the best compared isomer or geometry (same formula, charge and spin)	297.3	kJ/mol

```
! wB97M-V def2-TZVPD RIJCOSX def2/J DEFGRID3
* xyz 0 1
C 2.25 -0.30 -0.31
C 2.61 1.25 -0.37
C 1.00 -0.67 0.61
C -0.42 -0.31 0.42
C -1.17 0.59 1.28
C -1.07 -0.96 -0.64
C -2.49 0.82 0.99
C -2.42 -0.51 -0.97
C -3.14 0.44 -0.16
H 4.29 -1.18 -0.43
H 3.57 -1.27 1.16
H 2.03 -0.55 -1.37
H 1.49 -0.51 1.64
H 1.14 -1.84 0.68
H -0.86 1.18 2.07
H -0.72 -1.75 -1.39
H -3.06 1.50 1.79
H -2.91 -0.84 -1.83
H -4.85 0.36 -0.99
H 0.85 1.03 -1.08
N 3.35 -1.20 0.10
O 3.60 1.85 -0.06
O -4.44 0.90 -0.35
O 1.40 1.95 -0.79
*
```

***

Entry 5:
DFT (ωB97M-V/def2-TZVPD) results for C16H15BF5N5O2Ru as an isolated structure at a distorted geometry.

Properties
E_HOMO (spin up / spin down)	-0.49478 / -0.49534	Eh
energy relative to the best compared isomer or geometry (same formula, charge and spin)	118.6	kJ/mol

```
! wB97M-V def2-TZVPD RIJCOSX def2/J DEFGRID3
* xyz 2 1
Ru 0.59 -0.22 -0.29
C 0.43 3.19 2.95
N 0.73 3.56 1.56
C 1.09 4.95 1.25
C 0.67 2.62 0.62
N 0.30 1.38 0.85
N 1.00 3.01 -0.67
C 0.91 2.29 -1.83
N 1.15 2.98 -2.95
N 0.60 1.02 -1.83
H 0.55 4.07 3.57
H 1.13 2.42 3.30
H -0.59 2.84 3.05
H 1.03 5.53 2.16
H 0.39 5.39 0.54
H 2.11 5.02 0.88
H 0.00 1.21 1.80
H 1.29 3.97 -0.77
H 1.34 3.97 -2.95
H 1.14 2.52 -3.85
H 0.52 0.62 -2.76
F 3.16 0.03 -0.21
C 3.05 -1.33 -0.05
C 1.75 -1.83 -0.05
C 1.62 -3.20 0.14
F 0.42 -3.77 0.19
C 2.73 -4.01 0.31
F 2.60 -5.32 0.49
C 4.00 -3.46 0.29
F 5.05 -4.23 0.44
C 4.19 -2.08 0.11
F 5.40 -1.56 0.10
O -2.38 -0.73 0.36
B -1.21 -1.10 -0.39
O -1.60 -2.19 -1.24
C -2.86 -2.48 -0.97
C -3.64 -3.49 -1.52
C -4.93 -3.55 -1.04
C -5.42 -2.63 -0.04
C -4.65 -1.63 0.51
C -3.35 -1.57 0.03
H -3.26 -4.17 -2.26
H -5.60 -4.31 -1.42
H -6.44 -2.75 0.30
H -5.02 -0.95 1.26
*
```

***

Entry 6:
DFT (ωB97M-V/def2-TZVPD) results for an isolated molecule of C8H15N3O2S at a distorted geometry.

Properties
E_HOMO	-0.27856	Eh
energy relative to the best compared isomer or geometry (same formula, charge and spin)	316.0	kJ/mol

```
! wB97M-V def2-TZVPD RIJCOSX def2/J DEFGRID3
* xyz 0 1
C -0.59 -1.21 2.53
C -1.70 -1.22 1.51
C 0.06 0.19 2.61
C -1.11 -0.95 0.09
C 0.60 0.64 1.25
C 2.04 0.20 1.09
C -0.76 0.76 -2.10
C -1.20 -0.21 -4.62
N -0.19 0.94 -0.98
N -0.31 0.20 0.18
N 3.02 0.98 0.82
O 4.20 0.77 0.85
O 2.64 2.26 0.34
S -1.58 -0.56 -2.85
H -0.93 -1.48 3.49
H 0.22 -1.85 2.01
H -2.18 -2.17 1.56
H -2.44 -0.48 1.73
H -0.63 0.88 3.00
H 0.90 0.03 3.39
H -0.65 -1.79 -0.38
H -1.83 -0.73 -0.58
H 0.61 1.71 1.26
H 2.30 -0.81 1.35
H -0.39 1.42 -2.84
H -0.14 -0.21 -4.85
H -1.67 0.82 -4.78
H -1.80 -0.91 -5.17
H 3.50 2.78 0.09
*
```